[1]
# C37H51CoN4OP2

A molecular structure, C37H51CoN4OP2 in a non-equilibrium geometry (wB97M-V/def2-TZVPD, the Open Molecules 2025 dataset).

Structure (XYZ):
```
96
Properties=species:S:1:pos:R:3
C -0.73615 2.77635 -0.47656
C -0.61516 1.47410 -2.41473
C -1.10806 3.90894 -1.19641
C -0.63847 2.67758 -3.18806
C -1.00530 3.88093 -2.58468
H -1.39809 4.80109 -0.63651
H -0.38192 2.61955 -4.24170
H -1.15094 4.80383 -3.14643
N -0.60174 1.56396 -1.02733
P 0.34019 1.58577 1.93234
P -0.79479 -1.21779 -1.73284
C -0.62031 2.91951 1.02076
H -0.17199 3.88610 1.29546
H -1.64082 2.89372 1.43151
C 0.30036 -1.28692 1.36230
O 0.84527 -2.00274 2.10780
C -0.71611 0.15742 -2.97145
H -0.26558 -0.04956 -3.94430
C 0.33311 -2.78075 -2.28124
C -2.67068 -1.40950 -2.40588
C 2.04131 2.43940 2.12458
C -0.57598 1.43083 3.61009
C 1.23976 -3.20971 -1.11995
H 0.67850 -3.45287 -0.21016
H 1.77065 -4.12407 -1.42389
H 1.99157 -2.45027 -0.87441
C -0.57046 -3.97171 -2.59632
H -1.16687 -4.26526 -1.72438
H -1.22952 -3.80047 -3.45113
H 0.06333 -4.83212 -2.84613
C 1.21115 -2.40827 -3.47116
H 1.83901 -3.27316 -3.72202
H 0.63795 -2.16872 -4.36979
H 1.88846 -1.57585 -3.24650
C -3.31891 -2.63466 -1.76205
H -2.99380 -2.77964 -0.72311
H -4.40675 -2.49033 -1.74521
H -3.13523 -3.56051 -2.31660
C -3.41202 -0.14068 -1.96967
H -3.33313 0.01603 -0.88560
H -3.04256 0.75852 -2.47125
H -4.48309 -0.23493 -2.19680
C -2.55246 -1.52396 -3.94516
H -1.52699 -1.62580 -4.33925
H -3.11789 -2.38092 -4.32885
H -2.97879 -0.62535 -4.40446
C 0.16406 0.40490 4.47391
H -0.46011 0.14845 5.33955
H 0.36713 -0.52506 3.93534
H 1.11011 0.79054 4.86414
C -1.97894 0.89005 3.29544
H -2.59045 1.61465 2.74297
H -1.92751 -0.04155 2.71846
H -2.50331 0.65978 4.23619
C -0.71334 2.75013 4.38512
H -1.43705 2.59533 5.19943
H 0.22011 3.05985 4.86552
H -1.09131 3.57257 3.76485
C 2.51403 3.00540 0.78039
H 3.44114 3.57057 0.94199
H 2.74386 2.22387 0.06533
H 1.78247 3.68239 0.33143
C 2.99455 1.35222 2.64295
H 3.00885 0.47306 1.98898
H 4.01359 1.76152 2.67802
H 2.73505 1.02735 3.65903
C 2.03270 3.63690 3.08510
H 1.26237 4.37376 2.82068
H 1.94004 3.35382 4.13956
H 3.00416 4.14310 2.97562
Co 0.01818 -0.05588 0.15428
N 2.35644 0.00367 -0.22285
C 3.48954 0.07935 -0.59527
C 4.27891 0.23843 -1.83880
C 5.58850 -0.24118 -1.88445
C 3.64885 0.69915 -3.04170
C 6.40566 0.19204 -2.94987
H 5.86447 -0.94774 -1.07999
C 4.43771 1.00719 -4.15997
H 2.54331 0.78131 -3.10203
C 5.82367 0.82313 -4.05923
H 7.49961 0.03169 -2.89068
H 3.97707 1.40436 -5.07667
H 6.46629 1.19261 -4.86803
N -6.03512 -3.33285 5.34293
C -5.16670 -3.07944 4.60008
C -4.10274 -2.79375 3.67036
C -4.37086 -2.14026 2.46382
C -3.31019 -1.90699 1.58274
N -2.06230 -2.33662 1.81310
C -1.81614 -2.99130 2.95494
C -2.79375 -3.21357 3.92814
H -5.37976 -1.82869 2.18731
H -3.49205 -1.34424 0.66123
H -0.80242 -3.35664 3.13617
H -2.51846 -3.72443 4.85157
```

Summary:
Charge: +1
Multiplicity: 4
Frontier orbital gap (alpha / beta) (eV): 6.483 / 7.059
LUMO energy (alpha / beta) (Eh): -0.0972 / -0.1473
Calculated total energy (Eh): -3799.916273
HOMO level (alpha / beta) (hartree): -0.335 / -0.407

=====

[2]
# C37H52N10PS2Sr

A molecular structure, C37H52N10PS2Sr (wB97M-V/def2-TZVPD, the Open Molecules 2025 dataset).

Structure (XYZ):
```
103
Properties=species:S:1:pos:R:3
Sr -0.49592 -1.19087 -0.07287
C 0.39480 -4.34414 -2.27112
C -0.47139 -4.03328 -1.07418
C 0.06257 -4.15217 0.21914
C 1.52493 -4.48768 0.39535
C -0.75971 -3.95318 1.34113
C -0.21213 -4.22476 2.72137
C -2.10008 -3.56280 1.17303
C -2.97087 -3.27744 2.37385
C -2.63008 -3.44588 -0.12236
C -4.09842 -3.15103 -0.31928
C -1.81249 -3.65690 -1.24479
C -2.36702 -3.45793 -2.63595
H 1.06731 -5.17234 -2.04936
H 1.00929 -3.48632 -2.55882
H -0.20584 -4.62705 -3.13213
H 1.69236 -5.56821 0.34306
H 1.90742 -4.14675 1.35682
H 2.12644 -4.01727 -0.38185
H 0.30472 -3.36461 3.15365
H 0.51584 -5.03281 2.70173
H -1.00447 -4.51138 3.40822
H -3.57106 -4.15216 2.64387
H -3.63858 -2.43745 2.19159
H -2.38049 -2.99548 3.24091
H -4.26980 -2.10424 -0.58137
H -4.67107 -3.35918 0.57933
H -4.50677 -3.76441 -1.12247
H -2.67721 -4.40743 -3.08326
H -1.62864 -3.00015 -3.29563
H -3.23744 -2.80424 -2.62405
N 3.37608 1.00628 -2.27119
C 2.32109 0.55250 -1.45112
S 2.09998 -1.19989 -1.44423
N 1.63265 1.45226 -0.84984
N 0.50731 1.01381 -0.15978
C -0.16709 2.00746 0.43814
C -1.34324 1.83806 1.12656
C -2.14959 2.96761 1.54676
C -3.43726 3.10797 1.91505
C -4.20101 0.68983 1.62859
C -3.88075 0.49675 0.17781
N -2.64621 0.35157 -0.09675
H 4.13638 0.34485 -2.31847
H 3.67698 1.93663 -2.01284
H 0.22525 3.01820 0.32456
H -1.57641 3.89279 1.54633
H -3.72393 4.11794 2.20153
H -5.02178 0.03317 1.93679
H -4.60521 0.46494 -0.63148
C 4.45286 -2.09035 1.37044
N 3.37342 -1.49568 2.12828
C 2.73973 -0.30459 1.80610
C 1.80916 -0.07392 2.74754
N 1.89875 -1.12775 3.64649
C 2.86592 -2.00540 3.28088
S 3.29238 -3.42558 4.07968
H 5.39546 -1.58780 1.59372
H 4.22413 -2.00366 0.30874
H 4.53223 -3.13535 1.66041
H 2.96624 0.24733 0.91124
H 1.07798 0.71157 2.82792
H 1.32891 -1.27090 4.46200
C -0.52992 0.94066 -6.44543
N -1.84491 0.54852 -5.93571
C -1.71833 -0.77073 -5.32164
N -0.68760 -0.86340 -4.29395
C 0.59010 -0.42740 -4.86819
N 0.53634 0.90816 -5.45511
C 0.34067 1.92949 -4.41870
P -1.25507 1.77685 -3.46272
C -2.33875 1.53231 -4.96461
C -1.03148 -0.04601 -3.12628
H -0.60201 1.94807 -6.86247
H -0.26486 0.24896 -7.25057
H -1.47135 -1.48665 -6.11142
H -2.68223 -1.05139 -4.88691
H 0.86021 -1.13522 -5.65763
H 1.35405 -0.45936 -4.09024
H 0.37783 2.91798 -4.88617
H 1.16845 1.87591 -3.70650
H -2.45919 2.49393 -5.47241
H -3.33579 1.22733 -4.63249
H -1.94296 -0.44269 -2.66444
H -0.19902 -0.10334 -2.41843
C -1.31528 -0.52414 3.93490
C -2.65087 0.02734 3.51253
C -3.60487 0.28316 4.51927
C -4.66883 1.22518 4.44552
C -5.10770 2.06289 3.46274
C -4.60527 2.14467 2.04321
C -5.74559 2.65459 1.14643
C -2.89683 0.27850 2.19919
N -1.89658 0.49049 1.16547
H -1.44895 -1.23581 4.75598
H -0.65678 0.27315 4.29334
H -0.80949 -1.03751 3.11106
H -3.43856 -0.18573 5.48488
H -5.23285 1.30780 5.37427
H -5.96235 2.69367 3.69320
H -6.08854 3.63154 1.49466
H -6.59601 1.96665 1.18586
H -5.42096 2.76799 0.10912
```

Summary:
Charge: -1
Frontier orbital gap (eV): 4.723
LUMO energy (Eh): 0.0764
Calculated total energy (Eh): -3157.156252
HOMO level (hartree): -0.097

=====

[3]
# C37H53Ge2N3OSTi

A molecular structure, C37H53Ge2N3OSTi (wB97M-V/def2-TZVPD, the Open Molecules 2025 dataset).

Structure (XYZ):
```
98
Properties=species:S:1:pos:R:3
Ti -0.09129 -0.31666 0.80004
C -2.87474 -3.10729 1.35435
N -1.76704 -2.79308 0.43328
C -1.02252 -4.01440 0.12739
C -2.29109 -2.13258 -0.73380
C -2.76454 -2.82245 -1.84521
C -3.26654 -2.13873 -2.94102
C -3.30036 -0.75170 -2.94582
C -2.83633 -0.05281 -1.84472
C -2.34951 -0.74123 -0.73690
N -1.87500 -0.04879 0.41616
C -2.75934 0.40055 1.41877
C -4.09686 0.70849 1.20232
C -4.87885 1.11811 2.27170
C -4.34248 1.21334 3.54752
C -3.01090 0.89219 3.77019
C -2.22584 0.48369 2.70583
N -0.81560 0.09385 2.84890
C -0.68736 -1.27006 3.43249
C -0.09017 1.04612 3.73316
H -3.61344 -3.75997 0.87677
H -3.37287 -2.19051 1.66862
H -2.48793 -3.62475 2.23291
H -0.51054 -4.34891 1.03095
H -1.66201 -4.83677 -0.21112
H -0.28300 -3.80516 -0.64220
H -2.74413 -3.90451 -1.86022
H -3.63284 -2.69421 -3.79402
H -3.69077 -0.21563 -3.80013
H -2.84604 1.03034 -1.83108
H -4.52025 0.62302 0.21048
H -5.91900 1.36326 2.10531
H -4.96176 1.53177 4.37420
H -2.60641 0.95495 4.77133
H 0.37573 -1.51991 3.50814
H -1.19992 -1.99411 2.80572
H -1.11430 -1.29621 4.43683
H -0.48101 0.98330 4.74901
H -0.21871 2.05656 3.35747
H 0.96723 0.79147 3.75539
C -1.62129 4.15013 2.28341
Ge -0.94315 3.97220 0.45810
C -2.44864 3.69279 -0.75450
C 0.08935 5.53508 -0.08877
Ge 0.61204 2.09539 0.22388
C 1.44099 2.07019 -1.54238
C 2.82123 2.22368 -1.68393
C 3.39899 2.27188 -2.94805
C 2.60529 2.16274 -4.08183
C 1.22901 2.00846 -3.95356
C 0.65176 1.96415 -2.69145
C 2.01466 1.99089 1.59352
C 2.22970 3.00936 2.52408
C 3.10031 2.82981 3.58854
C 3.75822 1.61558 3.76167
C 3.56214 0.59020 2.85043
C 2.69815 0.78379 1.77611
H -2.24623 5.04360 2.32529
H -0.82222 4.27027 3.01541
H -2.23883 3.29583 2.55987
H -3.05756 4.59825 -0.75595
H -3.07218 2.86642 -0.41365
H -2.11943 3.51273 -1.77823
H -0.53185 6.42710 -0.00454
H 0.40912 5.42935 -1.12529
H 0.97469 5.67468 0.53121
H 3.45038 2.32694 -0.80697
H 4.46810 2.40940 -3.04735
H 3.05508 2.21415 -5.06469
H 0.60652 1.93777 -4.83652
H -0.42633 1.85553 -2.60547
H 1.71450 3.95762 2.41769
H 3.26983 3.63698 4.28925
H 4.43215 1.47893 4.59657
H 4.09168 -0.34717 2.96613
H 2.61650 -0.00606 1.03314
C 0.18556 -1.93481 -3.45608
C 1.69037 -1.95566 -3.68001
C 2.48467 -1.15510 -2.66255
S 2.47086 -1.66538 -0.94099
O 1.03215 -1.36390 -0.39031
C 2.52322 -3.45118 -1.05089
C 3.88759 -3.90800 -1.56793
C 3.96826 -5.43137 -1.57098
H -0.32724 -2.42611 -4.28184
H -0.19035 -0.91134 -3.38671
H -0.09961 -2.44879 -2.53802
H 1.92599 -1.50347 -4.64651
H 2.06376 -2.98075 -3.73951
H 2.16558 -0.11336 -2.61361
H 3.55594 -1.14433 -2.88710
H 1.70380 -3.78643 -1.68649
H 2.34994 -3.80143 -0.03145
H 4.67719 -3.49074 -0.93860
H 4.04873 -3.52877 -2.57939
H 3.84468 -5.83456 -0.56539
H 4.93618 -5.75818 -1.94559
H 3.19839 -5.86550 -2.21021
```

Summary:
Charge: +2
Frontier orbital gap (eV): 7.241
LUMO energy (Eh): -0.2184
Calculated total energy (Eh): -7082.210565
HOMO level (hartree): -0.485

=====

[4]
# C37H53N7RuSe

A molecular structure, C37H53N7RuSe (wB97M-V/def2-TZVPD, the Open Molecules 2025 dataset).

Structure (XYZ):
```
99
Properties=species:S:1:pos:R:3
Ru 1.44372 -0.53897 -0.43369
C 1.57051 -2.21885 -3.67330
C 1.29883 -3.53730 -2.94846
C 0.98931 -3.42140 -1.44894
N 1.90677 -2.52278 -0.77018
C 3.07528 -2.94549 -0.33870
C 3.49204 -4.29983 -0.47445
C 4.68945 -4.92332 -0.23812
C 5.90174 -4.39361 0.20908
C 6.10872 -3.09327 0.58907
C 5.21273 -2.02446 0.66814
C 3.86665 -1.89826 0.33931
N 3.16636 -0.74471 0.52179
C 3.65704 0.30718 1.40502
C 3.45244 1.70335 0.84040
C 2.00585 2.17632 0.80682
N 1.26014 1.48527 -0.23455
C 0.47606 2.13666 -1.06236
C 0.08800 3.49282 -0.85045
C -0.51598 4.40951 -1.67136
C -0.95411 4.28176 -2.99437
C -0.95183 3.11473 -3.72172
C -0.59813 1.81610 -3.34529
C -0.06816 1.29239 -2.15636
N 0.06513 -0.02739 -1.92832
C -0.54859 -0.95284 -2.87747
C 0.33646 -1.40286 -4.04164
H 2.10041 -2.44325 -4.60157
H 2.25807 -1.61051 -3.07960
H 2.18377 -4.16970 -3.05663
H 0.47802 -4.07200 -3.43732
H 0.98348 -4.41759 -1.00263
H -0.01339 -3.03753 -1.27159
H 2.73203 -4.96310 -0.85840
H 4.69620 -5.98584 -0.45515
H 6.74395 -5.07078 0.26465
H 7.11717 -2.84577 0.90121
H 5.67739 -1.12813 1.04951
H 4.71288 0.19329 1.63498
H 3.12167 0.22804 2.35871
H 3.87957 1.76425 -0.16521
H 4.01170 2.40144 1.46814
H 2.01651 3.25369 0.64820
H 1.53488 1.98249 1.77748
H 0.30923 3.87165 0.13715
H -0.65746 5.38854 -1.22527
H -1.32844 5.17381 -3.47911
H -1.30673 3.19710 -4.74361
H -0.73744 1.09582 -4.13724
H -1.46279 -0.51164 -3.29485
H -0.87759 -1.82755 -2.31566
H 0.66034 -0.52421 -4.60504
H -0.29032 -1.99254 -4.71850
N -4.78122 0.75628 1.32308
C -5.70796 0.58902 0.18717
C -5.77836 1.85015 -0.68021
C -4.54435 2.13879 -1.53864
N -3.41518 2.58411 -0.71129
C -4.12213 0.89017 -2.31468
C -3.97466 -0.34317 -1.42664
N -2.81928 -0.17532 -0.48474
C -5.24864 -0.61484 -0.63759
H -4.89017 1.67007 1.74797
H -3.04291 0.57301 0.19941
H -4.98823 0.07543 2.04568
H -6.72497 0.38358 0.53844
H -6.00038 2.71758 -0.05067
H -6.63406 1.74057 -1.35087
H -4.82859 2.90241 -2.27283
H -3.69380 3.35751 -0.11713
H -2.66590 2.94168 -1.30146
H -3.18958 1.08997 -2.84874
H -4.87827 0.65798 -3.06828
H -3.73868 -1.21723 -2.03780
H -1.94107 0.03320 -0.96623
H -2.62056 -1.02748 0.04892
H -5.11845 -1.48455 0.01292
H -6.02408 -0.88085 -1.35995
C 1.29361 1.80920 6.39711
C 0.94183 1.06641 5.13787
C 1.50574 -0.16627 4.84580
C 1.17601 -0.88069 3.69490
C 1.84586 -2.20887 3.46241
C 0.25628 -0.32025 2.79821
Se -0.15955 -1.28245 1.18160
C -0.33552 0.91914 3.07696
C -1.33923 1.55565 2.15481
C 0.02015 1.59109 4.23945
H 2.15428 1.36265 6.89263
H 0.45816 1.79468 7.09951
H 1.52404 2.85416 6.18641
H 2.22227 -0.59766 5.53650
H 2.27019 -2.58567 4.39184
H 2.65954 -2.11149 2.73785
H 1.15460 -2.94975 3.06452
H -0.99765 1.53595 1.11886
H -1.51487 2.59511 2.43543
H -2.30131 1.03493 2.20064
H -0.43250 2.55531 4.44831
```

Summary:
Charge: +1
Multiplicity: 2
Frontier orbital gap (alpha / beta) (eV): 6.216 / 6.519
LUMO energy (alpha / beta) (Eh): -0.0989 / -0.1057
Calculated total energy (Eh): -4321.144946
HOMO level (alpha / beta) (hartree): -0.327 / -0.345